Below is a 12-piece molecular cluster, C34H71N7O10 overall in a non-equilibrium geometry, with properties calculated with ωB97M-V/def2-TZVPD.

The value obtained for the gap between HOMO and LUMO is 9.001 eV. As for the charge: 0. The calculation puts the maximum force at 0.03018 Eh/bohr. Its energy is -67313.8595 eV. The calculation puts the HOMO energy at -0.332 Eh.

Each line ends with the Löwdin charge.
Element x y z (Å)
1 C -3.7760 -5.1308 0.4785  -0.339
2 O -4.8787 -5.5925 0.2414  0.008
3 N -3.1875 -4.1171 -0.1928  -0.173
4 C -1.7620 -3.8931 -0.0569  -0.066
5 C -3.8232 -3.6038 -1.4024  -0.036
6 H -3.1319 -5.4894 1.2957  0.128
7 H -1.6095 -2.8408 0.2070  0.063
8 H -1.2312 -4.0295 -1.0026  0.078
9 H -1.2778 -4.5315 0.6776  0.078
10 H -3.4532 -4.1311 -2.2853  0.092
11 H -4.8882 -3.7978 -1.2952  0.084
12 H -3.6650 -2.5380 -1.5711  0.077
13 C -1.2321 -2.1701 -3.6026  -0.324
14 O -0.2978 -2.2270 -2.8173  -0.005
15 N -1.8423 -0.9945 -3.8936  -0.178
16 C -2.7268 -0.9386 -5.0477  -0.052
17 C -1.5204 0.2485 -3.2062  -0.006
18 H -1.6666 -3.0182 -4.1494  0.135
19 H -2.8089 -1.9352 -5.4864  0.082
20 H -2.2127 -0.5101 -5.9214  0.089
21 H -3.6463 -0.3828 -4.8908  0.093
22 H -2.4746 0.6969 -2.9224  0.072
23 H -1.0246 0.0604 -2.2584  0.066
24 H -0.9168 0.8462 -3.8877  0.088
25 C 2.1475 4.7727 -4.8404  -0.357
26 O 2.7493 5.7746 -5.1623  0.014
27 N 2.6317 3.5056 -4.7661  -0.184
28 C 1.8129 2.4142 -4.2801  -0.071
29 C 4.0525 3.2342 -4.8780  -0.047
30 H 1.0840 4.7946 -4.5499  0.128
31 H 2.1173 2.0575 -3.2924  0.052
32 H 2.0185 1.6397 -5.0261  0.095
33 H 0.7272 2.4884 -4.2335  0.064
34 H 4.2894 2.3906 -5.5310  0.091
35 H 4.5450 4.1008 -5.3129  0.088
36 H 4.5355 2.9593 -3.9374  0.067
37 C 1.7876 -4.5280 -1.6631  -0.350
38 O 1.0727 -5.4375 -1.2900  0.010
39 N 2.2106 -3.5177 -0.8693  -0.167
40 C 2.9938 -2.4412 -1.4676  -0.057
41 C 1.8281 -3.4327 0.5087  -0.063
42 H 2.1372 -4.4338 -2.7016  0.134
43 H 3.9049 -2.3205 -0.8789  0.088
44 H 2.3943 -1.5288 -1.5107  0.064
45 H 3.2873 -2.6282 -2.4980  0.084
46 H 2.0071 -2.4623 0.9519  0.043
47 H 0.8001 -3.7526 0.6712  0.067
48 H 2.4288 -4.1031 1.1336  0.107
49 C -3.7958 2.1468 -1.4347  -0.354
50 O -4.4829 2.1920 -2.4453  -0.007
51 N -2.6718 2.8787 -1.2891  -0.181
52 C -1.8249 2.7403 -0.1149  -0.041
53 C -2.2258 3.8376 -2.2852  -0.032
54 H -4.1000 1.5757 -0.5532  0.102
55 H -0.8063 2.5263 -0.4279  0.057
56 H -2.2092 1.9965 0.5806  0.062
57 H -1.9281 3.6769 0.4433  0.096
58 H -1.1910 3.6248 -2.5540  0.071
59 H -2.8782 3.8470 -3.1533  0.089
60 H -2.3034 4.8344 -1.8417  0.096
61 C 3.4316 4.5668 -1.1205  -0.032
62 C 2.4154 5.0341 -0.0950  -0.477
63 O 2.7423 5.2571 1.0449  0.075
64 C 1.0151 5.2573 -0.6480  -0.017
65 H 2.9082 3.8446 -1.7530  0.055
66 H 4.3583 4.1657 -0.7694  0.041
67 H 3.6886 5.3992 -1.7839  0.104
68 H 0.2917 5.4300 0.1441  0.082
69 H 0.8191 4.3235 -1.1805  0.046
70 H 0.9561 6.0652 -1.3776  0.092
71 C -0.0072 -2.7593 3.5454  -0.018
72 C -1.2069 -3.6026 3.9840  -0.497
73 O -1.6453 -4.4921 3.2931  0.061
74 C -1.7982 -3.2750 5.3222  -0.017
75 H 0.0737 -2.5823 2.4796  0.053
76 H 0.8793 -3.3063 3.8714  0.085
77 H -0.0232 -1.8349 4.1265  0.071
78 H -1.0289 -2.9981 6.0428  0.084
79 H -2.3584 -4.1339 5.6888  0.089
80 H -2.5117 -2.4540 5.2174  0.079
81 C -3.1771 -1.5870 2.2921  -0.020
82 C -3.6611 -0.8277 1.0943  -0.461
83 O -2.8857 -0.3767 0.2774  0.035
84 C -5.1620 -0.5823 1.0395  0.009
85 H -2.2561 -1.1684 2.6959  0.055
86 H -3.0455 -2.6627 2.1562  0.074
87 H -3.8805 -1.5878 3.1296  0.088
88 H -5.6056 -0.4166 2.0191  0.084
89 H -5.6490 -1.4745 0.6361  0.098
90 H -5.3742 0.2530 0.3755  0.070
91 C 4.5773 -1.3052 4.8821  -0.014
92 C 3.5114 -1.2505 3.8250  -0.474
93 O 2.8914 -2.2356 3.4818  0.044
94 C 3.3976 0.0365 3.0340  -0.005
95 H 5.0799 -0.3433 4.9770  0.078
96 H 5.3555 -1.9772 4.5153  0.096
97 H 4.1570 -1.6517 5.8235  0.090
98 H 4.3326 0.2571 2.5129  0.087
99 H 3.1357 0.8778 3.6756  0.092
100 H 2.6775 -0.0917 2.2255  0.059
101 C -2.0762 1.4395 3.9047  -0.030
102 C -1.1361 2.2552 4.7320  -0.496
103 O -0.7498 3.3257 4.3254  0.080
104 C -0.6167 1.6318 6.0134  -0.015
105 H -2.6781 2.0299 3.2157  0.084
106 H -2.7659 0.8093 4.4723  0.084
107 H -1.5093 0.7236 3.3016  0.067
108 H 0.2842 2.1421 6.3435  0.083
109 H -0.3826 0.5797 5.8277  0.070
110 H -1.3776 1.6123 6.7948  0.088
111 C 4.7189 1.8031 -0.6925  -0.079
112 C 4.6707 0.9334 -1.8702  -0.279
113 N 4.7195 0.2496 -2.7923  0.151
114 H 5.5128 1.4670 -0.0254  0.090
115 H 3.7817 1.8409 -0.1498  0.040
116 H 4.9944 2.7564 -1.1057  0.038
117 C 0.2478 -0.5234 0.2498  -0.048
118 C 1.0221 0.5931 -0.2802  -0.234
119 N 1.6307 1.4742 -0.6980  0.186
120 H 0.9835 -1.1060 0.7886  0.034
121 H -0.2839 -1.1016 -0.5035  0.066
122 H -0.5009 -0.1293 0.9367  0.069

Below is a 2-piece molecular cluster, C6H16 overall in a non-equilibrium geometry, with properties calculated with ωB97M-V/def2-TZVPD.

The value obtained for the gap between HOMO and LUMO is 11.909 eV. As for the charge: 0. The calculation puts the maximum force at 0.10411 Eh/bohr. Its energy is -6479.2765 eV. The calculation puts the HOMO energy at -0.395 Eh. The value obtained for the relative energy (zero: lowest compared OMol25 entry of this formula, charge and spin) is 54.9 kcal per mole.

Each line ends with the natural charge from an NBO analysis.
Element x y z (Å)
1 C 0.7659 1.8540 -0.7853  -0.416
2 C 0.3117 0.7908 -1.9098  -0.595
3 C -0.2758 3.0140 -0.3276  -0.609
4 H 1.6367 2.3603 -1.2828  0.195
5 H 1.2250 1.6637 0.2325  0.207
6 H 0.0688 -0.2004 -1.5353  0.205
7 H -0.5716 1.1389 -2.2336  0.202
8 H -0.7958 2.6474 0.5051  0.195
9 H -1.0417 3.3283 -1.1216  0.199
10 H 0.9837 0.7086 -2.6659  0.205
11 H 0.2683 3.9071 0.0555  0.209
12 C 0.0270 -1.6814 0.5527  -0.396
13 C 0.1804 -3.1512 0.9799  -0.602
14 C -0.8553 -0.8776 1.4072  -0.608
15 H 1.0044 -1.1572 0.8296  0.198
16 H -0.4017 -1.6255 -0.4705  0.204
17 H 0.4665 -3.2742 1.9646  0.208
18 H -0.8889 -1.0609 2.4913  0.206
19 H 0.6741 -3.6536 0.1937  0.214
20 H -0.9465 -3.4615 1.1657  0.183
21 H -0.6768 0.1034 1.1574  0.206
22 H -1.9277 -1.1153 1.2106  0.189

Below is C4H6NaO2 as an isolated structure in a non-equilibrium geometry, with properties calculated with ωB97M-V/def2-TZVPD.

The value obtained for the gap between HOMO and LUMO is 9.124 eV. As for the charge: +1. The calculation puts the maximum force at 0.11644 Eh/bohr. Its energy is -12746.0240 eV. The calculation puts the HOMO energy at -0.503 Eh. The value obtained for the relative energy (zero: lowest compared OMol25 entry of this formula, charge and spin) is 62.2 kcal per mole.

Each line ends with the natural charge from an NBO analysis.
Element x y z (Å)
1 O 1.5489 -0.0128 -0.0643  -0.488
2 C 0.5488 0.3790 -0.7334  0.815
3 O -0.2694 -0.4008 -1.3763  -0.452
4 C 1.4227 -1.0519 0.9673  -0.053
5 C 2.8035 -1.6027 1.1992  -0.635
6 H 1.0105 -0.5702 1.8611  0.204
7 H 0.7246 -1.8136 0.6023  0.200
8 H 3.5022 -0.8006 1.4676  0.236
9 H 2.7609 -2.3205 2.0274  0.241
10 H 3.1706 -2.1201 0.3042  0.232
11 Na -3.2489 0.5457 -0.0794  0.970
12 C -0.9446 1.0123 -0.8405  -0.448
13 H -0.7194 1.8960 -1.4691  0.179

Below is an isolated molecule of C26H26FNO3 in a non-equilibrium geometry, with properties calculated with ωB97M-V/def2-TZVPD.

The value obtained for the gap between HOMO and LUMO is 7.935 eV. As for the charge: 0. The calculation puts the maximum force at 0.06170 Eh/bohr. Its energy is -37729.8799 eV. The calculation puts the HOMO energy at -0.328 Eh.

Each line ends with the natural charge from an NBO analysis.
Element x y z (Å)
1 C -2.0525 0.4985 4.9401  -0.614
2 C -1.8731 -0.7215 3.9184  -0.445
3 C -1.1534 -0.1357 2.6479  0.195
4 F -0.1362 0.7397 3.1381  -0.366
5 C -0.5584 -1.2066 1.6688  -0.123
6 C -1.3443 -2.1712 1.0960  -0.027
7 C -2.8729 -2.4073 1.3229  -0.455
8 C -3.7876 -1.1526 1.0638  -0.499
9 C -3.6609 -0.5726 -0.3950  0.681
10 O -4.3344 -1.1235 -1.2496  -0.578
11 N -2.8555 0.5593 -0.7287  -0.662
12 C -2.5376 0.6280 -2.1566  0.142
13 C -1.7689 -0.4899 -2.7524  -0.213
14 C -1.4507 -0.5103 -4.1799  -0.217
15 C -1.8871 0.6412 -4.9769  -0.215
16 C -2.6484 1.7641 -4.4038  -0.212
17 C -2.9860 1.7777 -2.9586  -0.213
18 C -0.6182 -3.1773 0.1154  0.537
19 O -0.9877 -4.3266 0.0505  -0.502
20 C 0.5961 -2.6181 -0.7048  -0.288
21 C 1.3649 -1.6576 -0.1245  -0.008
22 C 2.6338 -0.9961 -0.7326  -0.442
23 C 2.5148 0.5780 -0.7283  -0.425
24 C 3.8562 1.3405 -0.4971  -0.013
25 C 3.9369 2.7322 -0.9975  -0.219
26 C 5.1035 3.5854 -0.8313  -0.212
27 C 6.2924 3.0610 -0.1308  -0.226
28 C 6.2372 1.6765 0.3642  -0.210
29 C 5.0340 0.8274 0.1998  -0.220
30 C 0.9592 -1.1981 1.3189  0.529
31 O 1.8546 -0.9036 2.0778  -0.486
32 H -2.9153 0.3544 5.6381  0.213
33 H -2.2238 1.4670 4.3813  0.210
34 H -1.1077 0.6604 5.5301  0.226
35 H -1.1839 -1.4430 4.4339  0.227
36 H -2.8589 -1.2026 3.7150  0.220
37 H -1.8183 0.5333 2.0239  0.178
38 H -3.0475 -2.8805 2.3319  0.244
39 H -3.1916 -3.1920 0.5742  0.257
40 H -4.8543 -1.5136 1.1464  0.255
41 H -3.6994 -0.3568 1.8619  0.214
42 H -2.0193 0.6333 -0.1462  0.389
43 H -1.4837 -1.3164 -2.0476  0.216
44 H -0.8940 -1.3896 -4.5715  0.228
45 H -1.6454 0.6380 -6.0641  0.221
46 H -2.9798 2.6105 -5.0548  0.225
47 H -3.5850 2.6176 -2.5440  0.234
48 H 0.8392 -2.9825 -1.7340  0.238
49 H 3.4930 -1.2965 -0.0614  0.237
50 H 2.8977 -1.4238 -1.7432  0.230
51 H 2.1416 0.8722 -1.7555  0.224
52 H 1.7422 0.9754 -0.0106  0.227
53 H 3.0431 3.1434 -1.5260  0.212
54 H 5.1053 4.6293 -1.2260  0.220
55 H 7.1772 3.7262 -0.0311  0.223
56 H 7.1569 1.2961 0.8798  0.220
57 H 5.0417 -0.2007 0.6254  0.219

Below is an isolated molecule of C9H11NO in a non-equilibrium geometry, with properties calculated with ωB97M-V/def2-TZVPD.

The value obtained for the gap between HOMO and LUMO (alpha / beta) is 8.226 / 8.229 eV. As for the charge: 0. The calculation puts the maximum force at 0.09225 Eh/bohr. Its energy is -13042.8944 eV. The calculation puts the HOMO energy (alpha / beta) at -0.315 / -0.315 Eh. The value obtained for the relative energy (zero: lowest compared OMol25 entry of this formula, charge and spin) is 142.5 kcal per mole.

Each line ends with the natural charge from an NBO analysis.
Element x y z (Å)
1 C 0.8648 0.9235 -1.7346  -0.242
2 C -0.2503 1.4499 -0.7861  -0.271
3 C 1.8185 0.1838 -1.1822  -0.063
4 C -1.1535 0.8332 -0.0072  0.153
5 C 0.3383 -1.1348 0.3506  -0.199
6 C 1.5552 -0.4791 0.0205  0.080
7 C -0.7219 -1.5228 -0.6013  0.255
8 C -2.2930 1.5498 0.5872  -0.634
9 C 2.7065 -0.5191 1.1281  -0.646
10 N -1.0462 -0.5382 0.4555  -0.423
11 O -1.2860 -2.7953 -0.6531  -0.684
12 H 0.9108 1.4249 -2.7861  0.218
13 H -0.5901 2.4804 -1.0597  0.205
14 H 0.4947 -1.8064 1.1951  0.213
15 H -0.7619 -0.9314 -1.5585  0.203
16 H -3.1684 0.9106 0.3945  0.226
17 H -2.3073 1.7855 1.7549  0.233
18 H -2.3932 2.5584 -0.0130  0.218
19 H 3.1942 0.4322 1.0518  0.226
20 H 3.4974 -1.2805 0.9426  0.240
21 H 2.1852 -0.5247 2.2042  0.212
22 H -1.5937 -2.9999 0.2969  0.481

Below is a 2-piece molecular cluster, C2H9NO3 overall in a non-equilibrium geometry, with properties calculated with ωB97M-V/def2-TZVPD.

The value obtained for the gap between HOMO and LUMO is 10.016 eV. As for the charge: 0. The calculation puts the maximum force at 0.06782 Eh/bohr. Its energy is -9848.0832 eV. The calculation puts the HOMO energy at -0.337 Eh. The value obtained for the relative energy (zero: lowest compared OMol25 entry of this formula, charge and spin) is 128.3 kcal per mole.

Each line ends with the natural charge from an NBO analysis.
Element x y z (Å)
1 C 1.6769 0.5589 0.2054  0.208
2 O 2.1148 -0.4040 -0.9661  -0.359
3 O 1.0347 -1.0783 -1.6126  -0.462
4 O 1.9031 -0.3329 1.2005  -0.731
5 H 1.4308 -1.9508 -1.7654  0.463
6 H 2.5408 -0.9478 0.5901  0.492
7 H 2.4049 1.3747 0.1260  0.149
8 H 0.6163 0.8052 0.0748  0.220
9 C -2.1206 0.1954 0.8527  -0.415
10 N -1.4727 0.5287 -0.4108  -0.850
11 H -2.0100 1.2026 -0.9410  0.358
12 H -1.3008 -0.2956 -0.9633  0.370
13 H -2.1820 1.0937 1.4723  0.189
14 H -1.5017 -0.5285 1.3913  0.200
15 H -3.1345 -0.2214 0.7462  0.167

> Among the records above, which one has the highest charge?

C4H6NaO2

> The lowest maximum force belongs to which entry?

C34H71N7O10